No. 1
Computed, not measured: a structure of composition C14H20N9OReSbSe4 at a distorted geometry, with the ωB97M-V functional and the def2-TZVPD basis.

```
50
Properties=species:S:1:pos:R:3:mulliken_charge:R:1
Re -1.937 -9.805 -13.786 1.4591
N -4.683 -11.488 -18.011 -0.4152
C -4.782 -11.340 -16.686 0.2683
C -3.764 -10.699 -15.943 -0.4178
N -3.713 -10.764 -14.632 0.5169
C -4.788 -11.246 -13.954 -0.4397
C -5.783 -11.855 -14.685 -0.5855
N -5.801 -11.897 -16.043 -0.5956
H -3.888 -11.243 -18.528 0.1988
H -5.285 -12.149 -18.402 0.2506
H -2.968 -10.218 -16.416 0.5888
H -4.775 -11.275 -12.899 0.5402
H -6.700 -12.194 -14.209 0.4105
O -0.956 -9.618 -15.061 -0.4720
N -6.369 -7.055 -14.423 -0.6735
N -5.330 -7.385 -13.579 0.6762
N -4.613 -6.359 -13.062 -0.7298
C -3.476 -6.986 -12.804 -0.1648
N -3.511 -8.308 -13.156 -0.0417
N -4.678 -8.538 -13.702 0.0869
H -6.374 -6.044 -14.500 0.3244
H -7.280 -7.379 -14.094 0.2774
H -2.598 -6.508 -12.374 0.4152
C -0.542 -13.883 -17.352 -1.1816
N -0.442 -13.888 -15.895 -0.0265
C 0.884 -14.357 -15.481 -0.9815
C -0.994 -12.725 -15.279 -0.2138
C -1.197 -12.826 -13.784 0.5495
C -1.212 -14.047 -13.168 -0.2488
C -1.519 -14.199 -11.797 -0.9342
C -1.954 -13.084 -11.164 -0.8364
C -2.100 -11.836 -11.739 -0.9445
C -1.589 -11.695 -13.037 0.2214
H -0.196 -14.824 -17.675 0.5033
H 0.100 -13.121 -17.800 0.3955
H -1.619 -13.764 -17.641 0.2510
H 1.285 -13.719 -14.679 0.3554
H 1.533 -14.348 -16.387 0.3851
H 0.981 -15.397 -15.137 0.2463
H -1.996 -12.625 -15.697 -0.0589
H -0.316 -11.892 -15.573 0.3113
H -1.034 -14.952 -13.789 0.3990
H -1.495 -15.176 -11.399 0.5309
H -2.199 -13.106 -10.098 0.6366
H -2.386 -11.029 -11.036 0.3468
Se 2.661 -10.601 -13.963 -0.3783
Sb 1.283 -10.503 -11.896 0.9049
Se -0.568 -8.745 -12.202 -0.2737
Se 0.580 -11.776 -9.545 -0.1526
Se 2.626 -9.995 -9.418 -0.2837
```

Results
* net charge: +1
* frontier orbital gap (spin up / spin down): 5.68 / 5.68 eV
* energy relative to the best compared isomer or geometry (same formula, charge and spin): 0.0 kJ/mol



No. 2
Computed, not measured: a structure of composition C14H21BrN3O3PtS, with the ωB97M-V functional and the def2-TZVPD basis.

```
44
Properties=species:S:1:pos:R:3:mulliken_charge:R:1
Pt -0.884 -0.016 0.626 1.2218
Br -2.041 3.288 0.847 -0.0959
C -3.200 1.930 1.453 0.3288
C -4.413 2.325 1.985 -0.5679
C -5.236 1.358 2.534 -0.3405
C -4.787 0.048 2.572 -0.5691
C -3.564 -0.272 2.019 0.6740
N -2.791 0.659 1.412 -0.3917
C -3.043 -1.715 2.202 0.0335
O -3.736 -2.463 2.855 -0.6711
O -1.882 -1.929 1.714 -0.9680
H -4.684 3.370 1.976 0.4227
H -6.193 1.630 2.957 0.4423
H -5.343 -0.751 3.040 0.4978
C -1.451 -2.245 -1.488 -0.4475
O -1.387 -0.882 -1.989 -0.2719
C -1.173 0.136 -1.243 0.3826
C -1.198 1.396 -2.031 -1.2355
H -1.949 -2.807 -2.271 0.3265
H -2.021 -2.277 -0.563 0.1833
H -0.435 -2.603 -1.351 0.2540
H -0.723 1.201 -2.994 0.4225
H -0.719 2.213 -1.513 0.3226
H -2.245 1.645 -2.229 0.3151
C 4.016 -4.675 0.609 -1.0131
C 3.660 -3.516 1.525 -0.3260
N 2.881 -2.473 0.845 -0.1955
C 1.600 -2.122 0.961 0.9214
S 1.302 -0.499 0.311 -0.4959
N 0.638 -2.841 1.488 0.3383
C 0.621 -4.239 1.937 -0.4410
C 0.638 -4.355 3.450 -1.0838
H 4.618 -5.404 1.151 0.3389
H 4.597 -4.329 -0.246 0.3463
H 3.127 -5.179 0.229 0.2683
H 4.569 -3.031 1.882 0.3898
H 3.120 -3.841 2.408 0.0172
H 3.427 -1.825 0.297 0.2661
H -0.277 -2.387 1.586 -0.1553
H 1.431 -4.784 1.462 0.1593
H -0.307 -4.659 1.548 0.4085
H 1.543 -3.929 3.886 0.2790
H 0.575 -5.403 3.741 0.3650
H -0.220 -3.835 3.875 0.3442
```

Results
* net charge: +1
* frontier orbital gap: 7.81 eV
* energy relative to the best compared isomer or geometry (same formula, charge and spin): 117.3 kJ/mol



No. 3
Computed, not measured: a structure of composition C14H21Cl2N2O4PPr at a distorted geometry, with the ωB97M-V functional and the def2-TZVPD basis.

```
45
Properties=species:S:1:pos:R:3:mulliken_charge:R:1
C -0.543 2.660 -1.877 -1.0163
C -0.060 1.437 -2.672 0.8457
N 0.143 0.301 -1.957 0.2408
C 0.391 -0.921 -2.524 0.8821
C 0.593 -0.949 -3.920 -0.9901
C 0.453 0.244 -4.676 -0.4897
C 0.088 1.450 -4.058 -0.9492
C -0.099 -2.194 -1.759 -1.5020
P 0.338 -2.577 0.069 1.0845
H -0.017 2.412 -4.595 0.4460
H 0.702 -1.925 -4.432 0.4387
H 0.661 0.241 -5.760 0.4306
C 1.429 3.228 -0.626 -1.0230
C -0.760 3.586 0.371 -1.1227
H -0.201 -3.062 -2.517 0.5964
H -1.638 2.587 -1.774 0.3433
H -0.310 3.570 -2.465 0.4808
C 1.942 -3.396 0.001 -1.1894
C -0.833 -3.937 0.197 -1.1607
H 2.212 -3.672 1.028 0.4401
H 1.895 -4.265 -0.658 0.4795
H 2.704 -2.732 -0.408 0.2316
H -1.119 -3.980 1.246 0.4298
H -1.734 -3.720 -0.377 0.4077
H -0.400 -4.882 -0.135 0.4303
H -0.720 4.642 0.082 0.3541
H -1.790 3.214 0.400 0.4573
H -0.365 3.510 1.382 0.4175
H 1.439 4.239 -1.053 0.3420
H 1.886 3.271 0.362 0.4388
H 2.036 2.562 -1.252 0.3357
C -0.302 -0.948 3.212 0.2083
O -0.353 -1.153 4.325 -0.1187
Pr -0.101 0.315 0.426 0.9623
O -2.271 -0.112 0.293 -0.6674
H -1.168 -2.144 -1.711 0.4939
H -2.759 -0.186 -0.548 0.2293
N 0.046 2.746 -0.515 0.4044
Cl 5.137 -1.125 0.535 -0.1211
C 4.444 0.483 0.992 0.0427
Cl 4.913 1.895 -0.020 -0.1262
C 2.901 0.416 0.944 0.4016
O 2.201 0.781 1.944 -0.7043
O 2.434 -0.029 -0.151 -0.4850
H 4.679 0.713 2.034 0.3700
```

Results
* net charge: +2
* frontier orbital gap (spin up / spin down): 9.09 / 3.40 eV
* <S²>: 3.763
* energy relative to the best compared isomer or geometry (same formula, charge and spin): 191.0 kJ/mol
* 2S+1: 4



No. 4
Computed, not measured: an isolated molecule of C14H21ClN2O4S, with the ωB97M-V functional and the def2-TZVPD basis.

```
43
Properties=species:S:1:pos:R:3:mulliken_charge:R:1
C -2.270 -4.501 0.582 -0.7463
H -1.681 -4.458 -0.341 0.3066
O -2.786 -3.240 0.940 -0.3883
C -3.770 -2.732 0.059 -0.5748
C -3.213 -2.150 -1.246 -0.7010
H -2.630 -2.907 -1.773 0.2725
C -2.344 -0.918 -0.999 -0.6475
N -1.174 -1.260 -0.222 0.1233
C 0.070 -0.907 -0.573 0.4836
O 0.317 -0.233 -1.558 -0.7476
C 1.169 -1.432 0.356 -1.0527
N 2.158 -0.442 0.676 0.2535
S 3.571 -0.409 -0.188 1.2855
O 4.516 0.334 0.595 -0.6866
O 3.873 -1.771 -0.524 -0.7018
C 3.276 0.500 -1.723 -0.8220
H 2.231 0.382 -1.987 0.1896
H 3.536 1.535 -1.552 0.2963
H 3.918 0.063 -2.475 0.4254
C 1.824 0.631 1.583 -1.6720
C 0.617 1.411 1.133 0.8255
C -0.631 1.153 1.688 -0.2166
C -1.763 1.802 1.230 -0.9411
C -1.646 2.714 0.194 0.5734
C -0.410 2.999 -0.364 -0.9345
C 0.713 2.350 0.113 -0.0923
H 1.678 2.570 -0.316 0.4685
H -0.331 3.716 -1.165 0.4498
Cl -3.061 3.503 -0.408 -0.2318
H -2.728 1.602 1.669 0.4658
H -0.722 0.436 2.490 0.3770
H 1.640 0.208 2.580 0.3002
H 2.716 1.257 1.630 0.5524
H 1.712 -2.226 -0.166 0.4372
H 0.739 -1.838 1.278 0.3998
H -1.353 -1.837 0.589 0.3965
H -1.993 -0.490 -1.941 0.3321
H -2.924 -0.156 -0.466 0.2450
H -4.055 -1.870 -1.879 0.3999
H -4.501 -3.520 -0.170 0.3998
H -4.274 -1.943 0.625 0.3236
H -3.076 -5.233 0.456 0.3277
H -1.625 -4.813 1.401 0.2466
```

Results
* frontier orbital gap: 9.69 eV
* energy relative to the best compared isomer or geometry (same formula, charge and spin): 2.4 kJ/mol
* structure (SMILES): COCCCNC(=O)CN(Cc1ccc(Cl)cc1)S(C)(=O)=O



No. 5
Computed, not measured: the ion C14H21ClNS with charge +1 at a distorted geometry, with the ωB97M-V functional and the def2-TZVPD basis.

```
38
Properties=species:S:1:pos:R:3:mulliken_charge:R:1
C 5.824 0.548 0.399 -1.6831
H 5.515 0.930 1.368 0.3781
H 6.703 -0.072 0.542 0.4259
H 6.102 1.389 -0.232 0.4306
C 4.705 -0.268 -0.241 0.5121
C 4.320 -1.466 0.626 -0.7503
C 3.143 -2.215 0.007 -0.9628
C 1.964 -1.274 -0.200 -0.4182
N 2.373 -0.147 -1.081 0.1435
C 3.475 0.619 -0.446 -1.1264
H 3.724 1.470 -1.083 0.5684
H 3.123 0.984 0.521 0.3947
C 1.237 0.705 -1.544 -0.7047
C 0.791 1.796 -0.578 -0.8936
H -0.037 2.333 -1.039 0.5392
H 1.586 2.508 -0.368 0.4748
S 0.216 1.182 1.055 -0.1497
C -1.419 0.617 0.624 0.2438
C -1.750 -0.716 0.816 -0.1782
C -3.023 -1.158 0.507 -0.6971
C -3.958 -0.262 0.004 0.2961
C -3.630 1.077 -0.171 -0.6824
C -2.361 1.518 0.150 -0.3509
H -2.112 2.564 0.043 0.5003
H -4.368 1.769 -0.542 0.4228
Cl -5.539 -0.813 -0.394 -0.1813
H -3.292 -2.190 0.657 0.4241
H -1.022 -1.401 1.223 0.4310
H 1.541 1.190 -2.476 0.3996
H 0.392 0.047 -1.758 0.4225
H 2.773 -0.585 -1.918 0.4043
H 1.130 -1.800 -0.668 0.3858
H 1.631 -0.854 0.751 0.2645
H 2.832 -3.029 0.660 0.3938
H 3.442 -2.656 -0.948 0.3489
H 5.172 -2.137 0.727 0.4063
H 4.051 -1.119 1.625 0.3088
H 5.051 -0.628 -1.218 0.2588
```

Results
* net charge: +1
* frontier orbital gap: 8.86 eV
* structure (SMILES): C[C@H]1CCC[N@@H+](CCSc2ccc(Cl)cc2)C1



No. 6
Computed, not measured: a structure of composition C14H21ClSiW at a distorted geometry, with the ωB97M-V functional and the def2-TZVPD basis.

```
38
Properties=species:S:1:pos:R:3:mulliken_charge:R:1
C -0.972 0.873 -0.768 -0.9767
C -2.061 0.002 -1.106 -0.1921
C -1.516 -1.129 -1.794 -0.6846
H -3.126 0.200 -0.949 0.4217
C -0.092 -0.931 -1.925 -0.4605
C 0.223 0.306 -1.286 -0.1221
H 1.217 0.741 -1.201 0.3775
H -1.108 1.828 -0.288 0.4575
H -2.097 -1.944 -2.223 0.6151
H 0.546 -1.565 -2.546 0.4078
W -0.845 -1.350 0.307 1.4590
Cl -0.946 0.181 2.037 -0.4514
C -1.686 -2.687 2.034 -0.2898
C -1.238 -3.507 0.947 -0.6660
C -2.232 -3.417 -0.093 -0.6898
H -0.446 -4.251 0.996 0.5495
C -3.268 -2.532 0.350 -0.5282
C -2.937 -2.096 1.657 -0.4441
H -3.581 -1.484 2.286 0.3756
H -1.259 -2.676 3.031 0.4183
H -2.280 -4.046 -0.978 0.4997
H -4.209 -2.329 -0.161 0.4993
C 3.938 0.185 -0.439 -1.2055
Si 3.187 -1.269 0.484 0.2954
C 4.203 -2.768 0.032 -1.0545
C 3.121 -0.723 2.283 -1.1449
C 1.339 -1.899 0.415 -1.1478
H 5.027 0.052 -0.422 0.3405
H 3.774 1.183 -0.005 0.3372
H 3.672 0.270 -1.504 0.3780
H 5.273 -2.512 0.061 0.3200
H 3.960 -3.587 0.720 0.2973
H 3.916 -3.087 -0.984 0.3025
H 2.416 0.100 2.417 0.3092
H 2.786 -1.548 2.916 0.3163
H 4.112 -0.377 2.629 0.3666
H 1.270 -2.787 -0.276 0.4781
H 1.286 -2.424 1.378 0.2359
```

Results
* frontier orbital gap (spin up / spin down): 6.12 / 8.55 eV
* <S²>: 2.017
* energy relative to the best compared isomer or geometry (same formula, charge and spin): 0.0 kJ/mol
* 2S+1: 3